[1]
DFT (wB97M-V/def2-TZVPD) results for a structure of composition C4H4Br12 in a non-equilibrium geometry.

Each line ends with the Mulliken charge.
Atoms and positions in Å:
1 C -0.017 -3.778 -0.024  -0.345
2 Br 1.187 -4.121 1.522  -0.010
3 Br -1.839 -4.302 0.573  -0.022
4 Br 0.415 -4.977 -1.523  -0.016
5 H 0.045 -2.747 -0.370  0.393
6 C -2.419 -0.568 5.812  -0.297
7 Br -4.164 -0.267 4.882  -0.007
8 Br -2.618 -0.797 7.771  -0.012
9 Br -1.033 0.796 5.368  -0.023
10 H -1.920 -1.448 5.407  0.338
11 C 5.123 0.063 -2.271  -0.326
12 Br 4.121 0.743 -0.665  -0.018
13 Br 3.890 -0.278 -3.758  -0.008
14 Br 6.115 -1.552 -1.796  0.002
15 H 5.780 0.839 -2.664  0.351
16 C -2.424 4.581 -3.585  -0.334
17 Br -1.857 4.052 -5.497  -0.025
18 Br -2.644 2.941 -2.420  -0.008
19 Br -4.090 5.624 -3.641  -0.004
20 H -1.651 5.195 -3.121  0.371

Cartesian forces, eV/Å:
-0.2576 -1.6288 0.5312
-0.4634 0.4897 -1.0270
0.7369 0.7386 -0.3288
0.1058 0.6921 0.5100
-0.1116 -0.2715 0.3174
0.2570 0.4441 -0.0187
1.4322 -0.1900 0.7788
0.0292 0.2061 -1.3145
-1.0016 -0.4218 0.3232
-0.7124 -0.0460 0.2195
-0.8267 -0.2347 0.2957
0.7804 -0.3638 -1.1840
0.3324 0.0493 0.5757
-0.3083 0.7784 -0.2353
0.0051 -0.2385 0.5546
-0.5693 -1.0232 -0.6196
-0.4751 0.5323 2.0027
0.2220 1.3326 -1.0416
0.9462 -0.5925 0.0182
-0.1213 -0.2524 -0.3576

Values from the calculation:
Highest occupied orbital energy in Eh: -0.37805
Energy above the lowest of the compared OMol25 structures with the same formula, charge and spin in eV: 0.946
HOMO-LUMO gap in eV: 9.59
Total charge: 0
LUMO level in eV: -0.702

[2]
DFT (wB97M-V/def2-TZVPD) results for a cluster of 2 separate species, C5H14N3 in total in a non-equilibrium geometry.

Each line ends with the Mulliken charge.
Atoms and positions in Å:
1 C 0.011 1.616 -1.778  -0.548
2 C -0.841 0.760 -0.793  -0.653
3 C -1.319 1.538 0.444  -0.441
4 C -0.160 2.127 1.349  -0.574
5 N 1.043 1.326 1.344  -0.257
6 C 0.889 0.135 1.990  -0.194
7 N -0.299 -0.325 2.342  -0.319
8 N 1.239 2.073 -1.138  -0.272
9 H 0.207 0.986 -2.663  0.381
10 H -0.585 2.429 -2.121  0.341
11 H -1.705 0.307 -1.350  0.379
12 H -0.194 -0.100 -0.455  0.256
13 H -1.881 0.829 1.078  0.338
14 H -2.005 2.365 0.132  0.393
15 H 0.082 3.170 1.067  0.382
16 H -0.502 2.140 2.387  0.418
17 H 0.515 -11.541 -2.478  -0.004
18 H 1.783 -0.421 2.217  0.439
19 H -0.227 -1.087 3.034  0.294
20 H 0.486 -12.182 -2.719  0.004
21 H 1.437 1.755 -0.133  0.367
22 H 2.026 2.102 -1.757  0.270

Cartesian forces, eV/Å:
0.4811 -1.9219 0.7422
0.6499 -0.1887 0.0450
-1.3423 -0.7382 -0.6345
1.0534 0.8621 -0.0483
-1.5480 0.6558 0.1408
-1.8342 -1.9112 0.9604
1.9746 1.1085 0.2067
-1.2654 -0.3279 0.5718
0.2085 0.3438 0.2183
-0.4841 1.0796 -0.1987
0.6691 0.6645 0.5528
-0.6452 0.7157 -0.4226
0.2766 0.5627 -0.3343
0.7351 -0.4126 0.4040
0.0143 -0.7818 -0.0818
-0.3263 -0.0113 -0.1536
0.1055 2.3084 0.8676
0.5004 0.0595 0.0244
0.1787 -0.0859 -0.6734
-0.1055 -2.3084 -0.8676
0.1152 0.6050 -1.2027
0.5885 -0.2776 -0.1167

Values from the calculation:
Highest occupied orbital energy in Eh: -0.50410
Energy above the lowest of the compared OMol25 structures with the same formula, charge and spin in eV: 7.619
HOMO-LUMO gap in eV: 5.03
Total charge: +1
LUMO level in eV: -8.684

[3]
DFT (wB97M-V/def2-TZVPD) results for a cluster of 10 separate species, C30H85N5O10 in total in a non-equilibrium geometry.

Each line ends with the Mulliken charge.
Atoms and positions in Å:
1 C -9.901 8.553 -21.059  -1.787
2 C -9.551 7.310 -20.298  1.677
3 C -10.254 6.015 -20.779  -0.146
4 O -11.637 6.099 -20.434  -0.398
5 C -11.971 5.597 -19.117  -0.417
6 N -8.126 7.101 -20.324  -0.496
7 H -9.623 8.552 -22.113  0.369
8 H -9.420 9.447 -20.664  0.403
9 H -10.968 8.729 -20.920  0.435
10 H -9.767 7.447 -19.238  -0.708
11 H -9.815 5.094 -20.395  -0.019
12 H -10.331 6.037 -21.866  0.256
13 H -13.040 5.611 -18.905  0.352
14 H -11.431 6.128 -18.333  0.073
15 H -11.857 4.513 -19.152  0.189
16 H -7.870 6.402 -19.642  -0.130
17 H -7.628 7.912 -19.985  0.279
18 C -8.132 8.488 -12.361  -1.232
19 C -9.341 7.912 -13.141  0.409
20 C -9.303 8.279 -14.701  -0.854
21 O -8.157 7.836 -15.385  -0.466
22 C -8.165 7.982 -16.794  -0.783
23 N -9.322 6.473 -12.905  -0.296
24 H -7.210 8.104 -12.798  0.077
25 H -8.162 8.299 -11.288  0.376
26 H -8.184 9.573 -12.456  0.475
27 H -10.174 8.460 -12.703  0.462
28 H -9.363 9.365 -14.765  0.473
29 H -10.241 7.948 -15.148  0.383
30 H -9.013 7.433 -17.203  0.303
31 H -7.232 7.550 -17.154  0.020
32 H -8.223 9.048 -17.017  0.450
33 H -10.017 6.027 -13.486  0.469
34 H -8.496 6.132 -13.377  -0.458
35 C -4.453 2.844 -26.031  -1.416
36 C -4.688 1.555 -25.243  0.497
37 C -5.425 1.705 -23.863  -0.640
38 O -4.569 2.187 -22.876  -0.348
39 C -5.240 2.453 -21.628  -0.787
40 N -5.414 0.609 -26.112  -0.738
41 H -3.906 3.621 -25.496  0.347
42 H -5.361 3.361 -26.341  0.360
43 H -3.935 2.621 -26.964  0.373
44 H -3.713 1.102 -25.069  0.229
45 H -5.876 0.751 -23.593  0.258
46 H -6.311 2.317 -24.031  0.309
47 H -6.104 3.118 -21.602  0.392
48 H -4.425 2.846 -21.019  0.189
49 H -5.496 1.485 -21.198  0.351
50 H -5.875 -0.076 -25.531  0.276
51 H -6.204 1.148 -26.438  0.291
52 C -9.688 -0.941 -17.859  -1.163
53 C -11.037 -1.350 -18.484  0.457
54 C -12.113 -1.692 -17.470  -0.910
55 O -12.372 -0.575 -16.601  -0.181
56 C -13.446 -0.826 -15.707  -0.862
57 N -11.522 -0.237 -19.362  -0.710
58 H -9.262 -1.712 -17.218  0.397
59 H -9.735 -0.058 -17.221  -0.032
60 H -8.923 -0.748 -18.611  0.421
61 H -10.928 -2.202 -19.156  0.310
62 H -11.734 -2.534 -16.891  0.408
63 H -13.033 -2.025 -17.952  0.458
64 H -13.441 -1.842 -15.313  0.361
65 H -14.430 -0.907 -16.170  0.346
66 H -13.403 -0.051 -14.941  0.206
67 H -11.194 0.614 -18.929  0.234
68 H -12.529 -0.289 -19.431  0.261
69 C -5.844 3.789 -13.697  -1.664
70 C -6.317 5.252 -13.962  0.884
71 C -5.126 6.292 -14.350  -0.704
72 O -4.017 6.301 -13.448  -0.413
73 C -4.221 7.000 -12.246  -0.700
74 N -7.371 5.317 -15.038  0.836
75 H -5.019 3.698 -12.991  0.376
76 H -5.574 3.353 -14.659  0.307
77 H -6.768 3.252 -13.485  0.384
78 H -6.692 5.670 -13.028  0.588
79 H -5.451 7.329 -14.443  0.583
80 H -4.638 5.909 -15.245  -0.028
81 H -3.342 6.957 -11.602  0.340
82 H -4.955 6.539 -11.585  0.313
83 H -4.556 8.036 -12.295  0.301
84 H -7.033 4.967 -15.923  -0.498
85 H -7.572 6.289 -15.228  0.220
86 C -8.066 3.366 -18.252  -0.420
87 C -6.609 3.745 -18.252  0.219
88 O -6.519 5.099 -18.373  0.755
89 H -8.422 3.706 -19.224  -0.022
90 H -8.569 3.924 -17.462  -0.016
91 H -8.150 2.303 -18.024  0.210
92 H -6.175 3.285 -19.140  0.087
93 H -6.113 3.273 -17.403  -0.252
94 H -5.628 5.360 -18.618  -0.365
95 C -3.736 8.583 -20.378  -1.531
96 C -4.904 7.998 -19.599  0.476
97 O -5.951 8.894 -19.451  -0.575
98 H -3.016 7.790 -20.583  0.332
99 H -3.280 9.415 -19.842  0.361
100 H -4.028 8.880 -21.385  0.402
101 H -4.454 7.743 -18.639  0.043
102 H -5.253 7.073 -20.059  0.121
103 H -5.687 9.640 -18.907  0.324
104 C -10.006 2.127 -15.279  -0.291
105 C -10.257 3.238 -14.286  -0.656
106 O -10.189 4.496 -14.884  -0.498
107 H -8.943 2.124 -15.520  -0.355
108 H -10.516 2.372 -16.211  0.291
109 H -10.412 1.172 -14.944  0.558
110 H -9.562 3.123 -13.454  0.276
111 H -11.246 3.169 -13.834  0.470
112 H -9.263 4.729 -14.988  0.194
113 C -2.462 3.782 -17.619  -1.100
114 C -2.876 5.199 -18.206  0.047
115 O -3.822 5.078 -19.160  -0.374
116 H -1.899 3.203 -18.352  0.345
117 H -3.413 3.264 -17.497  0.139
118 H -1.988 3.826 -16.639  0.380
119 H -1.979 5.712 -18.553  0.449
120 H -3.305 5.746 -17.367  -0.075
121 H -3.461 5.128 -20.048  0.216
122 C -6.344 0.405 -13.871  -1.070
123 C -6.479 0.284 -15.386  0.290
124 O -7.498 -0.655 -15.611  -0.411
125 H -7.342 0.584 -13.471  0.229
126 H -5.602 1.096 -13.472  0.288
127 H -6.117 -0.550 -13.397  0.419
128 H -5.516 -0.025 -15.793  0.449
129 H -6.683 1.227 -15.893  -0.485
130 H -6.969 -1.452 -15.686  0.314

Cartesian forces, eV/Å:
-0.7583 0.5836 0.0746
0.8449 -0.8785 0.4597
-1.2934 1.6037 -0.0036
-0.9508 -0.3110 1.2649
-0.0018 -0.4069 -1.3510
1.2242 -0.4373 -0.2933
-0.1705 -0.4633 -0.0487
0.2499 -0.1068 0.3517
-0.1270 0.0307 -0.4428
-1.0674 0.1752 0.1879
0.2559 0.0148 -0.0266
0.6912 -0.3361 -0.0870
-0.1241 0.9976 -0.4309
0.1469 -0.2949 0.1249
0.9549 -0.2017 0.4698
0.0107 -0.5119 -0.0398
-0.0440 0.4237 -0.3155
-0.3662 0.4370 -0.7761
1.7511 0.6583 0.2824
-0.6348 0.5884 1.0323
0.1783 -0.3143 1.3156
-0.2096 0.2177 0.0587
-0.2909 0.9143 -1.7282
0.1922 0.1707 0.1548
-0.1662 -0.4087 -0.1567
0.3828 0.0594 -0.1586
-0.6499 -0.6991 -0.3434
0.1516 0.3082 0.1774
0.0194 -0.5708 -0.2474
-0.0532 0.0921 -0.2707
-0.0892 0.1357 -0.1441
-0.0166 -0.0481 -0.3996
-1.2644 -0.7548 0.3702
0.6748 -0.3315 0.6169
-0.1354 0.3378 0.0098
-0.0287 -0.2935 0.5149
0.0429 -0.1447 -1.6718
-0.8018 0.9907 0.6095
1.6709 -0.9709 -0.2154
-0.3702 0.7570 0.2981
0.2858 -0.3235 0.2279
-0.4837 -0.2906 0.1190
0.1909 -0.1022 0.1297
0.1089 0.0538 0.3336
0.3476 -0.5601 0.2507
-0.0782 0.7201 0.1032
0.0029 0.1458 -0.6469
-0.2729 0.2456 0.2666
-0.4060 -0.0708 0.1844
0.2186 -0.5287 0.1415
-0.3083 0.0593 -0.6305
-0.0257 -0.4734 -0.0176
-0.4448 1.4718 -0.6170
0.5657 0.1820 0.8214
-0.2073 -0.6811 -0.3702
0.0413 -0.5287 -0.3003
1.1107 -0.8154 0.2897
-0.2472 -0.1912 -0.0176
-0.3979 0.0798 -0.0703
-0.1888 0.0243 -0.2743
0.2398 -0.3125 0.2719
-0.1273 -0.2279 0.4081
-0.1763 0.1126 -0.2435
0.8914 -0.0829 0.7164
-0.1999 0.9685 -0.6060
-0.2150 -0.2680 0.0073
-0.6292 0.3241 -0.0990
-0.0258 0.4636 0.0696
-0.9227 1.2125 -1.4673
0.1501 -0.3707 -0.5540
1.5353 -0.5093 0.4130
-1.1547 -0.2044 -0.0417
-0.2321 -0.0992 1.5056
2.6157 0.0800 1.7794
-0.4038 0.0149 0.0767
0.5299 0.0257 -0.0991
0.2703 -0.2004 0.8120
-0.3493 0.0355 0.0704
-0.6189 -0.1477 -0.2678
-0.4794 0.1558 -0.3738
0.4107 0.0559 -0.6333
-0.5017 -0.5101 -0.2222
0.1973 0.2121 -0.7947
-0.0324 -0.8839 -0.4143
-0.6082 0.7679 0.1470
0.4327 0.4172 0.3205
-0.2544 -2.2138 -0.9397
-0.1789 2.1785 0.9626
-0.5879 -0.5141 0.1172
-0.3136 0.0254 0.0075
-0.3768 -0.0255 -0.4595
0.3223 -0.2745 -0.0157
0.4157 0.3496 0.5443
0.5278 -0.0717 -0.2806
-0.2730 -0.4617 -0.8222
1.7316 -0.1380 -0.0244
-1.1437 0.4709 0.1771
0.3762 0.0360 0.4137
0.1124 -0.0581 -0.1137
-0.2438 0.3901 0.1115
-0.3152 -0.3387 0.4869
-0.3519 0.2726 -0.0726
0.1717 0.0655 -0.0607
-0.3552 0.4190 -0.4404
-0.5460 -1.1437 0.6384
-0.1389 1.0941 -0.1478
0.1097 -0.5314 0.0881
-0.1677 -0.0247 -0.0420
0.4676 -0.0955 0.0588
0.2804 0.2755 0.2093
-0.1524 -0.0701 -0.1797
0.4951 0.0244 -0.2221
-1.0468 0.9388 -0.7643
2.5262 -1.3717 2.7130
-1.8976 -0.1565 -1.9919
0.2537 0.0933 0.1859
-0.0680 -0.2085 0.1405
0.2677 0.1378 -0.2306
-0.0467 0.2386 -0.0018
0.0312 0.3523 0.0195
0.0428 -0.0791 -0.0424
-0.3213 -0.0753 0.4687
0.9413 0.5373 1.1335
0.3833 -0.2971 -0.7392
-0.0209 0.5998 0.0902
-0.1290 0.2393 -0.2576
0.3034 -0.2992 -0.4286
0.0543 -0.2744 -0.2610
-0.4393 0.1620 0.1527
-0.6823 -0.6355 -0.1075

Values from the calculation:
Highest occupied orbital energy (spin up / spin down) in Eh: -0.38871 / -0.38871
⟨S²⟩: 0.76
Energy above the lowest of the compared OMol25 structures with the same formula, charge and spin in eV: 0.000
HOMO-LUMO gap (spin up / spin down) in eV: 8.65 / 2.33
Spin multiplicity: 2
Total charge: +1
LUMO level (spin up / spin down) in eV: -1.924 / -8.250

no.,molar mass (g/mol)
1,1010.92
2,116.19
3,676.03